The following is a quantum chemistry calculation of a structure of composition C2HNiO3 in a non-equilibrium geometry, from the Open Molecules 2025 dataset.

Geometry as XYZ:
```
7
Properties=species:S:1:pos:R:3:lowdin_spin:R:1
O 0.96041 -1.51548 -0.00311 0.27
C -0.29285 -1.53897 0.08663 0.53
O 0.17689 0.90131 0.16923 0.05
Ni 2.11368 0.13149 -0.15232 1.00
C -0.83078 -0.05025 0.03521 0.13
H -0.20790 1.79350 0.18998 0.00
O -1.91945 0.27841 -0.32562 0.01
```

Results
HOMO level (spin up / spin down): -15.142 / -14.654 eV
ΔE to the lowest compared entry with this formula, charge and spin: 0.000 eV
Gap between HOMO and LUMO (spin up / spin down): 8.92 / 7.31 eV
Spin multiplicity: 3
Molecular weight: 131.72 g mol⁻¹
Max |F|: 0.125 hartree/bohr
Charge: +1